Entry 1:
Formula: C4H7N2
Source: OMol25
Level of theory: wB97M-V/def2-TZVPD

Structure (XYZ):
```
13
C4H7N2 wB97M-V/def2-TZVPD
C 2.0133 -0.4756 0.0452
C 1.2214 0.7694 -0.0488
C -1.1345 -0.3918 -0.7356
C -1.2273 -0.5359 0.7461
N 1.0604 -1.2750 -0.0846
N 0.0371 -0.3268 0.0204
H 3.1207 -0.6871 0.1863
H 1.0982 1.4289 0.8166
H 1.2460 1.1538 -0.9657
H -1.3695 -1.3468 -1.2334
H -1.4660 0.4210 -1.1931
H -1.3847 0.4212 1.4246
H -1.1489 -1.4056 1.2526
```

* HOMO-LUMO gap: 0.454 Ha
* total energy: -265.70586 a.u.
* LUMO energy: -3.68 eV
* net charge: +1
* ΔE to the lowest compared entry with this formula, charge and spin: 532.0 kJ/mol



Entry 2:
Formula: C3H2N2O3
Source: OMol25
Level of theory: wB97M-V/def2-TZVPD

Structure (XYZ):
```
10
C3H2N2O3 wB97M-V/def2-TZVPD
O -1.3385 1.6543 -0.0783
C -0.4801 0.8387 -0.0367
O 0.8440 1.2075 0.1135
N 1.9566 0.3674 -0.0105
N 1.7958 -0.8614 -0.0435
C 0.4276 -1.4152 -0.0212
C -0.6901 -0.6311 0.0343
O -2.0027 -0.9639 0.0284
H 0.3769 -2.5327 -0.1339
H -2.2101 -1.9472 0.1443
```

* HOMO-LUMO gap: 0.363 Ha
* total energy: -450.65349 a.u.
* LUMO energy: -0.46 eV
* ΔE to the lowest compared entry with this formula, charge and spin: 393.3 kJ/mol
* SMILES: O=c1onncc1O



Entry 3:
Formula: C5H5ClN3P
Source: OMol25
Level of theory: wB97M-V/def2-TZVPD

Structure (XYZ):
```
15
C5H5ClN3P wB97M-V/def2-TZVPD
C 0.4894 -1.2073 0.7909
C 1.2756 -0.2170 0.4087
C -0.4109 1.2097 -0.4313
C -1.8080 -0.3110 0.6252
C 3.0217 0.4822 -1.3831
N -0.9065 -1.1631 0.9987
N -1.5922 0.8080 -0.1961
N -3.0985 -0.4549 1.0201
P 2.7775 0.5157 0.2592
Cl 0.3436 2.2922 -1.3252
H 0.8681 -2.2580 0.8620
H 3.6800 1.2174 -1.8988
H 2.4137 -0.0219 -2.0598
H -3.4336 -1.2442 1.6386
H -3.6201 0.3523 0.6911
```

* HOMO-LUMO gap (spin up / spin down): 0.265 / 0.266 Ha
* total energy: -1159.15282 a.u.
* LUMO energy (spin up / spin down): -0.79 / -0.79 eV
* ΔE to the lowest compared entry with this formula, charge and spin: 315.1 kJ/mol



Entry 4:
Formula: C3H10NO
Source: OMol25
Level of theory: wB97M-V/def2-TZVPD

Structure (XYZ):
```
15
C3H10NO wB97M-V/def2-TZVPD
C 0.3448 2.2865 1.2350
H 1.2791 1.6838 1.2761
H 0.4475 3.1812 1.8904
H -0.5573 1.6767 1.5132
H 0.0604 2.6105 0.2070
O 0.7494 -2.7935 0.2504
C 1.0583 -1.7394 -0.3070
C 0.0930 -0.9088 -1.0914
N -1.2152 -0.8840 -0.4051
H 2.1137 -1.3938 -0.4142
H 0.3949 0.1530 -1.1547
H 0.0129 -1.2475 -2.1410
H -1.8702 -0.9068 -1.1822
H -1.4933 -1.6772 0.2107
H -1.4179 -0.0406 0.1129
```

* HOMO-LUMO gap: 0.401 Ha
* total energy: -249.99822 a.u.
* LUMO energy: -4.36 eV
* net charge: +1
* ΔE to the lowest compared entry with this formula, charge and spin: 145.9 kJ/mol



Entry 5:
Formula: C34H48CaN6O2PS2
Source: OMol25
Level of theory: wB97M-V/def2-TZVPD

Structure (XYZ):
```
94
C34H48CaN6O2PS2 wB97M-V/def2-TZVPD
Ca 0.8287 0.7340 -0.7370
N 3.8340 1.6612 -2.5512
C 4.8031 1.6566 -1.5544
C 6.1356 1.7431 -1.8854
C 7.1403 1.8110 -0.9077
C 6.8195 1.8029 0.4178
C 5.4645 1.7028 0.8019
C 5.0911 1.6664 2.1636
C 3.7788 1.5406 2.5034
C 2.8327 1.4448 1.4689
N 3.1228 1.4817 0.1878
C 4.4386 1.6187 -0.1721
H 2.9185 1.3579 -2.2554
H 4.1084 1.1538 -3.3807
H 6.4089 1.7653 -2.9335
H 8.1745 1.8762 -1.2184
H 7.5816 1.8624 1.1834
H 5.8626 1.7315 2.9212
H 3.4552 1.5000 3.5338
H 1.7862 1.3156 1.7385
C -2.4304 1.2874 -1.5561
C -2.1741 -0.1050 -2.0543
C -3.2407 -0.9073 -2.5123
C -2.9893 -2.1911 -2.8808
C -1.6703 -2.6957 -2.8442
C -1.3679 -4.0369 -3.1694
C -0.0715 -4.4565 -3.1122
C 0.9652 -3.5592 -2.8008
C 0.7324 -2.2275 -2.5150
S 2.0616 -1.1082 -2.3317
C -0.6367 -1.8068 -2.4594
N -0.9292 -0.5410 -2.0223
H -3.4495 1.6042 -1.7706
H -1.7298 1.9859 -2.0156
H -2.2860 1.3189 -0.4721
H -4.2417 -0.4992 -2.5448
H -3.7926 -2.8399 -3.2108
H -2.1680 -4.7076 -3.4573
H 0.1745 -5.4856 -3.3416
H 1.9913 -3.9019 -2.8269
C -0.6441 5.1020 1.7225
C -0.2118 3.8953 1.0350
N 0.1280 2.9363 0.5077
H -0.4869 5.9696 1.0838
H -0.0705 5.2227 2.6397
H -1.7014 5.0208 1.9681
C 1.7522 3.5807 -4.6265
P 1.0657 3.6661 -2.9735
C 2.2243 4.6039 -1.9739
C -0.4381 4.6473 -3.0886
O 0.7789 2.2959 -2.4154
H 1.9324 4.5781 -5.0284
H 1.0609 3.0434 -5.2755
H 2.6929 3.0340 -4.5758
H 2.3282 5.6246 -2.3421
H 3.1878 4.0951 -2.0105
H 1.8702 4.6152 -0.9430
H -0.2321 5.6328 -3.5067
H -0.8738 4.7585 -2.0950
H -1.1540 4.1295 -3.7273
O 1.6892 -2.8739 0.8262
C 1.7587 -1.7652 0.6485
C -3.5178 -2.8591 4.9675
C -2.8902 -1.7121 5.7524
C -1.9961 -0.7853 4.9318
C -0.8051 -1.4663 4.2602
N -1.1232 -2.1238 2.9944
C -1.1888 -1.5084 1.8125
S -0.8657 0.1677 1.6548
N -1.4983 -2.2393 0.7405
C -1.6662 -3.6866 0.7024
C -3.0419 -4.1997 1.1173
C -4.2071 -3.6664 0.2803
C -4.6872 -2.2713 0.6737
H -4.2673 -3.3768 5.5658
H -2.7754 -3.6076 4.6789
H -4.0049 -2.4965 4.0596
H -2.3127 -2.1201 6.5874
H -3.6840 -1.1100 6.1997
H -1.5988 -0.0112 5.5933
H -2.5773 -0.2675 4.1642
H -0.3858 -2.2322 4.9159
H -0.0211 -0.7398 4.0557
H -1.3722 -3.0986 3.0261
H -1.4683 -1.7399 -0.1355
H -0.8804 -4.1561 1.3033
H -1.4784 -3.9811 -0.3317
H -3.2496 -3.9965 2.1730
H -2.9875 -5.2871 1.0201
H -5.0441 -4.3597 0.3885
H -3.9296 -3.6885 -0.7783
H -4.9346 -2.2433 1.7375
H -5.5901 -2.0045 0.1231
H -3.9398 -1.4988 0.4902
```

* HOMO-LUMO gap: 0.258 Ha
* total energy: -3618.85434 a.u.
* LUMO energy: -2.03 eV
* net charge: +1
* ΔE to the lowest compared entry with this formula, charge and spin: 0.0 kJ/mol



Entry 6:
Formula: C5H13NS
Source: OMol25
Level of theory: wB97M-V/def2-TZVPD

Structure (XYZ):
```
20
C5H13NS wB97M-V/def2-TZVPD
C 2.3413 -0.3152 -0.6899
C 1.9026 -0.8353 0.6831
N 0.5194 -0.4872 1.0418
C -0.4624 -0.5938 -0.0309
C -1.8247 -0.0909 0.4286
C -2.1748 1.3453 0.0073
S -1.8147 1.7857 -1.7175
H 2.0426 0.7198 -0.8510
H 1.9209 -0.9582 -1.4609
H 3.4111 -0.4355 -0.7802
H 2.0105 -1.9246 0.6499
H 2.5789 -0.4494 1.4320
H 0.2445 -1.1138 1.7870
H -0.1344 0.0088 -0.8704
H -0.5477 -1.6123 -0.4515
H -1.9020 -0.1390 1.5069
H -2.6059 -0.7669 0.0701
H -1.6839 2.0145 0.7169
H -3.2399 1.5684 0.0872
H -0.5813 2.2795 -1.5583
```

* HOMO-LUMO gap: 0.357 Ha
* total energy: -651.22383 a.u.
* LUMO energy: 0.95 eV
* ΔE to the lowest compared entry with this formula, charge and spin: 52.9 kJ/mol
* SMILES: CCNCCCS



Copy entry 6 word for word.
Formula: C5H13NS
Source: OMol25
Level of theory: wB97M-V/def2-TZVPD

Structure (XYZ):
```
20
C5H13NS wB97M-V/def2-TZVPD
C 2.3413 -0.3152 -0.6899
C 1.9026 -0.8353 0.6831
N 0.5194 -0.4872 1.0418
C -0.4624 -0.5938 -0.0309
C -1.8247 -0.0909 0.4286
C -2.1748 1.3453 0.0073
S -1.8147 1.7857 -1.7175
H 2.0426 0.7198 -0.8510
H 1.9209 -0.9582 -1.4609
H 3.4111 -0.4355 -0.7802
H 2.0105 -1.9246 0.6499
H 2.5789 -0.4494 1.4320
H 0.2445 -1.1138 1.7870
H -0.1344 0.0088 -0.8704
H -0.5477 -1.6123 -0.4515
H -1.9020 -0.1390 1.5069
H -2.6059 -0.7669 0.0701
H -1.6839 2.0145 0.7169
H -3.2399 1.5684 0.0872
H -0.5813 2.2795 -1.5583
```

* HOMO-LUMO gap: 0.357 Ha
* total energy: -651.22383 a.u.
* LUMO energy: 0.95 eV
* ΔE to the lowest compared entry with this formula, charge and spin: 52.9 kJ/mol
* SMILES: CCNCCCS



Which of these has the lowest total energy?
C34H48CaN6O2PS2



What is the formula in the first record?
C4H7N2